{"formula": "C18H58O15P", "method": "wB97M-V/def2-TZVPD", "symbols": ["H", "O", "H", "H", "H", "H", "H", "H", "O", "H", "H", "H", "C", "P", "O", "O", "C", "H", "H", "H", "H", "H", "C", "H", "O", "C", "H", "H", "C", "C", "C", "C", "H", "C", "C", "H", "H", "H", "H", "O", "C", "O", "C", "H", "H", "H", "O", "O", "O", "H", "H", "H", "H", "C", "H", "H", "H", "H", "O", "H", "C", "H", "H", "H", "H", "H", "H", "O", "C", "H", "H", "H", "H", "H", "H", "H", "H", "O", "H", "C", "H", "O", "H", "H", "H", "H", "O", "H", "C", "C", "H", "H"], "coordinates": [[-1.56695, -4.30675, 4.44611], [-3.09198, 1.46309, -0.69186], [-3.74185, -2.30447, -4.92308], [2.27504, -1.04722, 2.50503], [-2.65894, 2.82056, 0.40593], [1.75177, -2.41313, 0.59874], [-0.80295, 1.69020, -2.61767], [1.17337, 2.49674, 0.18439], [1.38866, 3.47852, -0.06553], [-2.06638, -0.56003, -2.21808], [-2.38349, -0.91371, 2.01552], [0.62743, 2.43913, -2.67382], [4.00827, -0.17723, 3.45830], [0.22833, -0.20230, -0.27933], [-1.17456, -0.20976, -0.73997], [1.06033, -0.42711, -1.47182], [2.69333, -0.07652, 2.72186], [-1.10311, 2.29199, -5.15643], [0.16239, -4.19317, -1.52022], [-2.06240, 2.94616, 4.25768], [3.50596, 3.52742, -0.03411], [-0.76426, 3.70570, -4.32010], [-0.76967, -3.58144, 2.38945], [-3.86034, -0.28994, 1.26829], [-0.31141, -2.34587, 2.72860], [2.55880, 5.38762, 0.79738], [2.77099, 5.87463, -0.08556], [2.85978, -2.24702, -0.77762], [-2.45772, -0.64309, -4.09365], [-3.44529, -1.25120, -4.99573], [-0.37005, -3.38584, -1.96723], [-3.35256, -1.16252, 1.40445], [-1.17821, -3.77164, -2.34611], [3.38134, -2.78846, 0.04563], [-0.79164, -4.54604, 3.51830], [3.31869, 5.52574, 1.26112], [3.14531, 2.11141, -2.10005], [0.06331, -1.95989, 1.82856], [-3.78571, -3.25123, 2.29104], [-2.85195, -0.94599, -2.75802], [2.49056, 3.91562, 0.59356], [0.39908, -1.37312, 0.59227], [-4.30762, -2.18230, 2.04219], [-2.71155, 3.51530, -1.14469], [1.69219, 5.80096, 1.29551], [2.55322, 3.18827, 1.58796], [2.96826, 0.67362, 1.62926], [2.19497, -3.23379, 0.61269], [0.57314, -2.64362, -2.68935], [0.51988, 0.35028, -2.90343], [-2.54698, 0.45392, -4.16961], [3.76434, -2.14685, 0.69166], [-4.34056, -0.65200, -4.92649], [-1.49803, 1.85012, 4.24404], [-3.20162, -1.21931, -6.14944], [-0.79887, -2.72379, -0.92240], [3.63532, 0.93559, -0.76125], [4.39691, 0.67592, 3.59297], [0.09947, 2.24773, 2.43701], [-1.82081, 1.37127, 2.34118], [-1.01339, 1.41461, 2.86751], [0.69562, 3.18015, -4.97755], [-0.63659, 0.52586, 2.98788], [-0.92376, -5.55873, 2.98291], [-1.56687, -1.10959, -4.39512], [2.02344, 0.63103, 3.25787], [-1.71993, -3.61999, 1.80567], [-2.85494, -1.75632, 0.21654], [-2.41877, 2.61691, -0.50828], [3.90665, -0.75369, 4.33727], [-2.13644, -1.13374, -0.08043], [-5.20110, -2.17233, 1.41020], [0.33885, -4.38700, 3.77808], [3.78918, -3.63722, -0.44675], [-1.46937, 2.63184, -0.74701], [0.78180, -1.70852, -2.33352], [-0.73277, 2.01397, 4.91886], [0.69541, 0.77260, -3.77089], [4.48218, -0.86747, 2.88722], [3.71729, 1.26909, -1.81854], [-0.02934, -3.95391, 1.60938], [0.75823, 1.11662, 0.37053], [-2.18237, 1.26541, 4.56832], [2.35483, -0.07549, -2.10560], [-4.78936, -2.00185, 2.86171], [1.93010, 0.86047, 1.24529], [3.29666, 0.06684, -2.38179], [0.29511, 1.95290, 1.53435], [0.00117, 1.90446, -3.33422], [-0.37471, 2.86862, -4.57599], [-2.33425, 0.64260, -0.69035], [4.87444, 1.44071, -1.75753]], "mulliken_charge": [0.210, -0.624, 0.362, -0.277, 0.616, 0.183, -0.219, 0.116, -0.557, 0.154, -0.263, 0.109, -2.387, -1.502, 1.391, -0.499, 1.183, 0.309, 0.366, 0.231, -0.050, 0.511, 0.266, 0.518, -0.529, -2.189, 0.422, 0.147, 0.687, -1.648, -0.941, 0.498, 0.616, -0.269, -1.326, 0.828, 0.205, 0.165, 0.164, -0.595, 0.793, 0.859, -1.775, 0.206, 0.348, -0.076, -0.664, -0.683, -0.644, 0.547, -0.024, -0.054, 0.358, -2.113, 0.305, 0.117, 0.007, 0.641, -0.720, 0.132, 0.488, 0.301, 0.251, 0.327, 0.225, 0.147, 0.099, -0.597, -0.615, 0.484, -0.076, 0.366, 0.267, 0.346, -0.107, 0.325, 0.487, -0.650, 0.461, -0.386, -0.008, -0.983, 0.616, 0.353, 0.663, 0.104, -0.708, 1.002, 0.807, -1.695, 0.482, 0.284], "e_tot_ev": -59596.403, "relative_energy_kj_mol": 270.21, "charge": -3}



{"formula": "C18H27N3O2S", "method": "wB97M-V/def2-TZVPD", "symbols": ["C", "H", "C", "C", "H", "H", "H", "H", "H", "H", "C", "H", "H", "N", "S", "H", "C", "C", "C", "C", "H", "C", "C", "H", "H", "H", "C", "H", "C", "N", "N", "C", "H", "H", "C", "H", "H", "H", "H", "H", "O", "C", "H", "C", "H", "C", "C", "H", "H", "H", "O"], "coordinates": [[-1.88470, 0.82883, 0.89484], [-1.76156, 2.18213, -2.98032], [1.59055, -2.67416, 2.68434], [-0.04578, 1.77813, -4.22350], [-1.75129, -2.72998, 3.65008], [-2.60070, 1.49676, -5.06936], [1.81734, 4.18637, -1.84570], [-0.11659, 2.46149, 0.33718], [-2.86489, 0.42119, 1.13973], [-2.21052, -0.09694, -5.76316], [1.30709, 2.06093, -4.42188], [3.74553, -2.90668, 2.57888], [0.68137, -2.69485, 4.66152], [-0.21029, -0.99596, 1.17302], [1.52357, 1.01377, 1.24825], [1.81560, 1.58793, -5.24715], [-0.79873, 3.81084, -1.13376], [-0.76516, -2.17677, 1.80734], [-1.44747, -1.82458, 3.13134], [1.29493, 3.51902, -2.51439], [-2.18659, 0.13330, -3.99623], [1.58363, -3.04480, 4.17101], [-0.99392, -0.23612, 0.22931], [-1.52064, -2.58546, 1.12662], [2.48376, -0.78778, 2.86568], [-1.60430, -0.93219, -0.34953], [-0.71781, 2.37859, -3.16821], [-0.25999, 4.65239, -0.69238], [1.96525, 2.92520, -3.57300], [-0.96297, 2.78111, -0.12579], [1.61945, -1.22150, 2.56901], [0.93532, -0.48681, 1.66342], [3.01244, 3.13537, -3.73211], [0.64709, -3.51596, 0.94045], [-0.04859, 3.24983, -2.31545], [-2.33236, -1.22187, 2.94481], [1.64618, -4.12381, 4.28448], [-1.80177, 4.12853, -1.43003], [-0.77685, -1.25381, 3.76763], [-0.29116, 0.25252, -0.45355], [-0.61067, 0.90635, -5.10727], [-1.97734, 0.60359, -4.96256], [2.44017, -2.59702, 4.66987], [-2.05954, 2.00585, -0.05891], [-1.40126, 1.18191, 1.80635], [0.35374, -3.21479, 1.94839], [2.86318, -3.23982, 2.03660], [2.94590, -2.90276, 1.00518], [2.84154, -4.32639, 2.04864], [-0.02724, -4.09592, 2.46357], [-3.08290, 2.20477, -0.68330]], "mulliken_charge": [-0.411, 0.548, 1.527, 0.587, 0.395, 0.326, 0.372, 0.082, 0.376, 0.234, -0.562, 0.438, 0.362, 0.273, -0.454, 0.444, -1.467, 0.223, -1.586, -0.715, 0.270, -1.657, -1.367, 0.459, 0.386, 0.204, -0.184, 0.482, -0.494, 0.034, -0.176, 0.229, 0.367, 0.415, 0.486, 0.394, 0.413, 0.382, 0.370, 0.754, -0.448, -0.724, 0.393, 0.191, 0.529, -1.486, -1.786, 0.405, 0.387, 0.465, -0.685], "smiles": "COc1cccc(CNC(=O)CCN2C(=S)NC(C)(C)C[C@H]2C)c1", "e_tot_ev": -38506.229, "relative_energy_kj_mol": 90.73, "charge": 0}



{"formula": "C23H48As3N3O2P2Pd", "method": "wB97M-V/def2-TZVPD", "symbols": ["N", "H", "H", "H", "H", "H", "H", "C", "H", "H", "Pd", "C", "C", "H", "H", "N", "H", "C", "H", "H", "H", "H", "H", "C", "H", "N", "H", "H", "C", "P", "C", "H", "H", "H", "H", "H", "H", "C", "C", "H", "H", "O", "C", "H", "As", "P", "C", "C", "H", "C", "C", "H", "As", "C", "C", "C", "C", "C", "As", "C", "H", "H", "H", "H", "C", "H", "H", "H", "H", "H", "C", "H", "H", "H", "H", "O", "H", "H", "C", "H", "H", "H"], "coordinates": [[1.42813, -5.70034, 0.60096], [-0.52272, -7.66217, 0.51025], [-5.18386, -0.79212, 0.10391], [4.16481, 1.29478, -2.18193], [-0.65404, 5.58323, 1.18802], [3.10760, 2.55209, 5.30942], [-1.30301, -2.21937, -3.29929], [1.77340, 1.11680, 2.53596], [1.68771, 0.51777, -3.47466], [-2.04468, 1.77428, -2.61941], [-0.60166, -0.41153, -0.18931], [1.70762, 4.39010, -0.58642], [-1.07381, 4.29979, -1.82247], [-2.63091, -4.80122, -0.18688], [-1.07128, 0.97308, 4.09912], [-0.73259, -5.73597, -0.29778], [0.40943, 1.30963, -4.39560], [4.29007, 1.49287, -1.11909], [-0.17794, 4.14646, 2.11593], [-2.11065, 3.98121, -1.74764], [-0.45374, -7.58886, -1.27876], [3.21714, -1.32722, -1.27607], [-1.33261, 1.99540, 2.65257], [-1.69100, -4.73732, -0.73931], [-4.11765, -0.99029, 1.50086], [0.24258, -3.72006, 0.12031], [3.55383, -1.34924, 0.48385], [-1.99158, -7.38859, -0.40942], [-3.57549, 1.76861, 0.17552], [-3.03097, 0.13004, -0.33931], [0.73420, 1.03898, -3.38553], [1.53140, -6.70336, 0.61314], [-3.59953, 1.83721, 1.26263], [-4.22451, 0.45792, -2.40610], [-2.33520, 0.71021, -3.99000], [-4.58824, 1.94112, -0.19877], [-2.91143, 2.53440, -0.21462], [2.79550, 1.41526, 1.62514], [-0.93402, -3.47675, -0.39986], [-3.92371, -2.05262, 0.08580], [-3.31315, -1.04056, -2.39640], [-0.07489, 2.00099, -0.17353], [3.91053, 2.13866, 2.04812], [-0.62874, 3.93450, -2.74723], [0.19570, 0.07863, 2.16742], [-0.51025, -0.04159, -2.66644], [-0.92422, -7.18594, -0.38308], [2.83089, -1.07635, -0.28891], [-0.52321, -2.14436, 3.10065], [0.42343, -1.60972, 3.06898], [3.02431, 2.24362, 4.27542], [4.71248, 2.38542, 1.36405], [2.72881, 0.86343, -0.18579], [1.90215, 1.52938, 3.85789], [-1.26635, 0.97760, 3.02515], [4.02668, 2.54787, 3.37215], [-0.75171, 4.49939, 1.25910], [-2.13825, 0.72590, -2.91200], [-0.05283, 3.69896, -0.32308], [-4.16582, -1.04504, 0.41336], [-1.80501, 4.24746, 1.37324], [1.17407, -2.20328, 2.55475], [0.75727, -1.35806, 4.07827], [0.46892, -2.12297, -3.39083], [-3.25688, 0.02045, -2.14389], [4.90195, 3.09742, 3.69241], [0.84888, 1.94205, -2.79059], [-2.19012, 0.43208, 2.84361], [-1.05039, 5.39074, -1.83589], [4.45141, 2.55435, -0.95442], [0.33984, -5.10548, 0.15354], [2.12929, 4.00714, -1.51516], [-1.90519, -4.80837, -1.80818], [1.63926, 5.47629, -0.66554], [2.33521, 4.14314, 0.26766], [-1.45347, -2.32859, -0.62649], [1.89351, -1.60087, -0.11163], [5.13609, 0.91302, -0.74056], [-0.46215, -1.58941, -3.58037], [1.14401, 1.30034, 4.59769], [-0.51850, -1.34865, -4.64660], [2.18985, -5.14382, 0.94797]], "mulliken_charge": [-0.315, 0.419, 0.472, 0.423, 0.481, 0.474, 0.355, 0.074, 0.421, -0.117, 0.459, -1.079, -1.200, 0.373, 0.644, 0.019, 0.586, -1.283, 0.366, 0.395, 0.350, 0.531, 0.136, -0.387, 0.406, -0.024, 0.502, 0.358, -0.959, 1.101, -0.876, 0.222, 0.381, 0.709, 0.617, 0.585, -0.121, 0.089, -0.540, 0.272, 0.304, -0.366, -0.455, 0.419, 0.801, 1.200, -1.036, -0.883, 0.451, -1.111, -0.971, 0.450, 1.364, -0.985, -1.090, -0.845, -1.130, -0.676, 0.345, -1.205, 0.363, 0.306, 0.545, 0.387, -1.204, 0.468, -0.071, 0.397, 0.503, 0.475, 0.349, 0.360, 0.341, 0.538, 0.356, -0.271, 0.054, 0.496, -1.377, 0.332, 0.541, 0.210], "e_tot_ev": -237729.744, "relative_energy_kj_mol": 5.60, "charge": 4, "multiplicity": 5, "s2": 6.013}



{"formula": "C8H26N12O12Pb", "method": "wB97M-V/def2-TZVPD", "symbols": ["N", "N", "O", "C", "H", "H", "N", "N", "O", "N", "Pb", "N", "H", "C", "H", "O", "C", "C", "H", "O", "O", "H", "O", "H", "O", "N", "H", "O", "O", "H", "H", "N", "O", "H", "H", "N", "H", "H", "H", "O", "H", "N", "H", "C", "N", "H", "C", "H", "C", "H", "N", "H", "H", "C", "H", "H", "H", "H", "O"], "coordinates": [[4.47416, -21.22039, -7.64505], [9.50994, -20.40053, -3.30002], [7.44676, -23.94618, -5.00009], [4.14442, -24.22342, -6.23595], [4.07215, -19.36616, -2.06055], [9.61820, -20.87783, -8.37671], [3.11317, -19.67204, -2.11701], [9.42770, -24.69978, -5.85966], [7.96939, -18.07119, -3.97232], [6.42098, -24.31525, -0.25733], [6.00432, -21.83718, -4.18889], [1.56790, -21.20864, -2.88150], [7.85712, -25.25515, -2.97855], [8.36672, -20.43152, -6.74742], [7.89997, -18.51842, -6.32920], [7.71008, -20.92752, -5.82308], [6.59024, -24.45231, -1.58078], [2.85998, -20.94004, -2.55052], [8.91571, -19.56987, -3.43000], [7.70671, -21.42980, -2.38105], [5.90180, -17.49705, -4.66516], [4.49586, -22.20560, -7.38426], [6.22294, -19.30891, -3.36280], [8.85607, -22.20071, -7.48587], [5.92862, -23.90618, -2.47818], [7.68219, -25.17262, -1.99046], [6.67379, -24.01976, -7.39259], [4.28473, -23.43722, -5.28480], [4.73790, -24.18446, -7.34738], [9.90468, -24.40463, -5.02315], [10.36078, -20.49377, -3.81550], [9.73217, -22.50981, -2.47811], [3.22262, -25.22973, -6.05609], [3.07093, -25.76721, -6.83410], [4.20152, -18.90761, -8.10667], [4.55620, -18.97783, -7.16622], [8.44174, -25.21737, -1.32767], [10.66916, -22.61780, -2.80971], [7.03222, -24.93889, 0.24072], [3.76875, -21.76202, -2.67196], [4.52224, -18.13722, -6.61980], [9.05153, -21.22384, -7.62862], [6.48166, -16.93064, -5.18895], [8.15566, -24.23434, -5.96480], [7.65935, -24.21398, -7.22364], [8.13620, -24.69032, -7.96703], [4.41230, -20.25058, -6.69207], [1.27249, -22.16518, -2.84477], [6.74567, -18.33682, -3.96617], [9.26615, -23.32371, -2.12375], [8.47348, -19.10975, -6.90961], [2.37226, -18.99892, -2.17544], [4.74495, -20.88551, -8.54934], [8.90218, -21.43274, -2.69954], [0.97731, -20.41364, -3.02293], [9.93008, -24.94540, -6.68904], [8.90925, -18.66217, -7.69432], [5.78120, -23.67981, 0.17402], [4.24024, -20.51382, -5.49895]], "mulliken_charge": [-0.269, -0.231, -0.550, 0.585, 0.216, 0.158, -0.379, -0.434, -0.811, -0.397, 2.886, -0.442, 0.214, 0.197, 0.127, -0.103, 0.566, 0.702, 0.283, -0.740, -0.492, 0.073, -0.684, 0.246, -0.581, -0.546, 0.238, -0.742, -0.933, 0.229, 0.165, -0.383, -0.494, 0.302, 0.141, -0.391, 0.236, 0.178, 0.151, -0.701, 0.255, -0.391, 0.355, 0.317, -0.306, 0.167, 0.515, 0.245, 0.336, 0.171, -0.295, 0.148, 0.166, 0.529, 0.146, 0.179, 0.184, 0.235, -0.545], "e_tot_ev": -56426.179, "relative_energy_kj_mol": 37.23, "charge": 0}